{
  "formula": "CH5ClN2P",
  "method": "ωB97M-V with the def2-TZVPD basis set",
  "species": ["N", "C", "N", "P", "Cl", "H", "H", "H", "H", "H"],
  "coordinates": [[0.3039, 0.9262, 0.5643], [0.1870, -0.2005, -0.0966], [-0.6735, -1.1200, 0.1174], [1.4249, -0.6200, -1.6504], [0.7128, -2.3645, -2.1360], [-0.1075, 1.3170, 1.3927], [1.2755, 1.4243, 0.5051], [-1.4050, -1.0691, 0.9468], [-0.9113, -1.8094, -0.5057], [0.7903, 0.5485, -2.3563]],
  "lowdin_charge": [0.139, -0.579, 0.116, 0.513, 0.306, 0.129, 0.179, 0.215, 0.012, -0.029],
  "smiles": "NC(=[NH2+])PCl",
  "e_homo_ev": -14.30,
  "orbital_gap_ev": 10.42,
  "lumo_energy_ev": -3.886,
  "e_above_lowest_kcal_mol": 8.74,
  "total_charge": 1
}

{
  "formula": "C15H17CuN7O7",
  "method": "ωB97M-V with the def2-TZVPD basis set",
  "species": ["Cu", "N", "C", "C", "C", "C", "N", "H", "H", "H", "H", "H", "H", "H", "H", "H", "H", "H", "H", "N", "C", "O", "C", "C", "N", "C", "N", "H", "H", "O", "C", "O", "C", "C", "C", "C", "C", "C", "N", "O", "O", "N", "O", "O", "H", "H", "H"],
  "coordinates": [[0.0198, -0.2813, -0.2129], [-1.6918, 0.7500, -0.3883], [-1.7282, 1.4513, -1.6781], [-2.4180, 0.6501, -2.7772], [-1.6709, -0.5968, -3.2593], [-1.7751, -1.8167, -2.3429], [-0.6605, -1.8738, -1.3947], [-2.5089, 0.1561, -0.2793], [-1.7196, 1.4259, 0.3760], [-0.6968, 1.6617, -1.9705], [-2.2491, 2.4089, -1.5635], [-2.5265, 1.3206, -3.6308], [-3.4260, 0.3735, -2.4552], [-0.6144, -0.3582, -3.3981], [-2.0866, -0.8710, -4.2308], [-1.7781, -2.7230, -2.9590], [-2.7158, -1.7955, -1.7873], [0.2102, -2.0593, -1.8935], [-0.7875, -2.6487, -0.7483], [1.0321, -0.7652, 3.8048], [0.9082, -1.0604, 2.4922], [0.0740, -0.3996, 1.8151], [1.7250, -2.1194, 1.9934], [1.6942, -2.5416, 0.6732], [1.6495, -2.9670, -0.3984], [2.5647, -2.8331, 2.8469], [3.2318, -3.4232, 3.5769], [0.4892, -0.0037, 4.1782], [1.7026, -1.2397, 4.3871], [3.6885, 1.3087, -0.9443], [2.5119, 1.3810, -0.6706], [1.6013, 0.5444, -0.9692], [2.0304, 2.6611, 0.0576], [0.8516, 2.6739, 0.7834], [0.3884, 3.8577, 1.3472], [1.1175, 5.0343, 1.2592], [2.3183, 4.9961, 0.5647], [2.7686, 3.8352, -0.0521], [3.0920, 6.2233, 0.4542], [2.6683, 7.1982, 1.0316], [4.0993, 6.1845, -0.2097], [-0.9069, 3.8540, 1.9784], [-1.6719, 2.9614, 1.6520], [-1.1669, 4.7322, 2.7628], [0.2954, 1.7587, 0.9348], [0.7539, 5.9573, 1.6882], [3.6932, 3.8436, -0.6098]],
  "lowdin_charge": [0.645, 0.018, -0.215, -0.186, -0.178, -0.228, -0.018, 0.117, 0.063, 0.116, 0.128, 0.118, 0.117, 0.121, 0.115, 0.122, 0.116, 0.081, 0.098, 0.185, -0.483, -0.080, -0.210, -0.230, 0.161, -0.254, 0.144, 0.116, 0.101, 0.092, -0.594, -0.085, -0.063, 0.059, -0.117, 0.097, -0.108, 0.096, -0.361, 0.092, 0.105, -0.340, 0.054, 0.126, 0.077, 0.135, 0.137],
  "multiplicity": 2,
  "e_homo_ev": [-8.30, -8.29],
  "orbital_gap_ev": [6.91, 5.86],
  "lumo_energy_ev": [-1.394, -2.438],
  "s_squared": 0.75,
  "e_above_lowest_kcal_mol": 16.05,
  "total_charge": 0
}

{
  "formula": "C5H10N",
  "method": "ωB97M-V with the def2-TZVPD basis set",
  "species": ["C", "N", "C", "C", "C", "C", "H", "H", "H", "H", "H", "H", "H", "H", "H", "H"],
  "coordinates": [[0.9542, -0.9065, -1.4007], [-0.3484, -0.5730, -0.7116], [-0.5011, 0.6597, 0.0239], [-1.6375, 0.6117, 0.9781], [-0.8768, 0.7292, 2.0855], [0.3930, 0.7820, 1.3042], [1.3973, -0.1727, -2.0419], [1.7181, -0.9272, -0.6438], [0.9301, -1.7967, -2.0603], [-0.6525, -1.4195, -0.0902], [-1.0941, -0.5151, -1.4718], [-0.3128, 1.4469, -0.6899], [-2.5380, 0.3387, 0.5738], [-0.9640, 0.6570, 3.1802], [0.8458, 1.8079, 1.5379], [1.2733, 0.1748, 1.4672]],
  "lowdin_charge": [0.014, 0.014, -0.300, -0.015, 0.006, -0.116, 0.097, 0.091, 0.121, 0.236, 0.212, 0.162, 0.088, 0.132, 0.148, 0.109],
  "smiles": "C[NH2+][C@H]1C=CC1",
  "e_homo_ev": -14.11,
  "orbital_gap_ev": 10.62,
  "lumo_energy_ev": -3.489,
  "e_above_lowest_kcal_mol": 52.43,
  "total_charge": 1
}

{
  "formula": "C4H9NO",
  "method": "ωB97M-V with the def2-TZVPD basis set",
  "species": ["C", "C", "C", "C", "H", "H", "H", "H", "H", "H", "H", "H", "H", "N", "O"],
  "coordinates": [[-0.5676, -0.1374, -0.2899], [-0.1394, 1.2629, -0.0351], [1.3294, 0.7665, 0.0395], [0.6644, -0.5468, 0.4068], [-2.1139, -1.5439, -0.6130], [-2.7007, -0.0392, 0.2032], [-0.3644, -0.3394, -1.3331], [-0.4826, 1.7624, 0.8691], [-0.2872, 1.9866, -0.8409], [1.7235, 0.7123, -0.9913], [2.0395, 1.2951, 0.7644], [0.4095, -0.4498, 1.5131], [1.0028, -2.4332, 0.2223], [-1.8495, -0.7209, 0.2334], [1.3362, -1.5752, -0.1483]],
  "lowdin_charge": [-0.418, -0.165, -0.105, -0.483, 0.156, 0.087, 0.142, 0.112, 0.104, 0.119, 0.131, 0.180, 0.131, 0.000, 0.010],
  "e_homo_ev": -9.33,
  "orbital_gap_ev": 10.25,
  "lumo_energy_ev": 0.919,
  "e_above_lowest_kcal_mol": 69.52,
  "total_charge": 0
}

{
  "formula": "C40H54AsGeN6O2Ti",
  "method": "ωB97M-V with the def2-TZVPD basis set",
  "species": ["Ti", "N", "C", "C", "N", "C", "C", "N", "C", "C", "N", "H", "H", "H", "H", "H", "H", "H", "H", "H", "H", "H", "H", "H", "H", "H", "H", "H", "H", "O", "C", "C", "C", "C", "N", "C", "C", "C", "C", "C", "C", "O", "C", "C", "N", "H", "H", "H", "H", "H", "H", "H", "H", "H", "H", "H", "H", "C", "C", "C", "C", "C", "C", "As", "C", "C", "C", "C", "C", "C", "C", "C", "C", "C", "C", "C", "H", "H", "H", "H", "H", "H", "H", "H", "H", "H", "H", "H", "H", "C", "Ge", "C", "C", "C", "H", "H", "H", "H", "H", "H", "H", "H", "H", "H", "H"],
  "coordinates": [[0.5155, -1.2875, -1.1184], [2.2760, -2.2617, -2.0835], [2.2393, -2.1532, -3.5702], [2.3438, -0.6922, -3.9408], [1.5098, 0.1960, -3.0744], [2.3208, 1.3244, -2.5759], [3.1246, 0.8992, -1.3793], [2.1931, 0.2997, -0.4030], [0.3380, 0.7253, -3.8001], [-0.6070, -0.3885, -4.1970], [-0.7878, -1.3540, -3.0807], [3.1756, -1.9249, -1.7673], [2.2426, -3.2420, -1.8430], [1.3139, -2.5945, -3.9201], [3.0500, -2.7057, -4.0319], [2.0811, -0.5571, -4.9920], [3.3869, -0.3904, -3.8389], [2.9664, 1.7318, -3.3548], [1.6451, 2.1150, -2.2657], [3.6470, 1.7647, -0.9738], [3.8893, 0.1692, -1.6456], [1.5308, 1.0240, -0.1347], [2.6833, 0.0704, 0.4472], [0.6393, 1.2721, -4.6978], [-0.1577, 1.4321, -3.1401], [-0.2194, -0.9177, -5.0611], [-1.5544, 0.0470, -4.4939], [-0.7340, -2.2941, -3.4361], [-1.7257, -1.2847, -2.7244], [-5.1749, -0.7469, 2.4634], [-5.0658, 0.1455, 1.3718], [-3.6938, -0.0009, 0.7892], [-3.3665, 0.5820, -0.4199], [-2.1065, 0.3902, -0.9206], [-1.1622, -0.3354, -0.3025], [-1.4581, -0.8363, 0.9038], [-2.7046, -0.7043, 1.4569], [-0.3296, -1.5211, 1.6205], [-0.4407, -2.0036, 2.8945], [0.6667, -2.5593, 3.5317], [0.5322, -3.1476, 4.9209], [-0.4428, -2.4811, 5.7046], [1.8559, -2.5784, 2.8460], [1.8781, -2.1130, 1.5465], [0.8142, -1.6044, 0.9311], [-6.0760, -0.7429, 2.7995], [-5.1856, 1.1865, 1.6804], [-5.8040, -0.0526, 0.5934], [-4.0871, 1.1809, -0.9694], [-1.8202, 0.8446, -1.8554], [-2.9383, -1.1515, 2.4128], [-1.3838, -1.9704, 3.4234], [1.5054, -3.1885, 5.4083], [0.1817, -4.1715, 4.8133], [-0.0866, -1.6473, 6.0260], [2.7612, -2.9744, 3.2986], [2.7851, -2.1694, 0.9621], [1.2739, 7.2742, -1.1543], [-0.0554, 7.0729, -0.8027], [-0.5115, 5.7988, -0.4768], [0.3710, 4.7245, -0.5021], [1.6999, 4.9235, -0.8704], [2.1557, 6.1979, -1.1864], [-0.1713, 2.9159, -0.1115], [-1.8543, 3.1624, 0.8026], [-3.0914, 3.4239, 0.2204], [-4.2195, 3.5364, 1.0274], [-4.1045, 3.3539, 2.4064], [-2.8700, 3.0673, 2.9824], [-1.7307, 2.9841, 2.1828], [-0.3367, 2.7449, 2.6635], [0.0585, 2.6203, 3.9937], [1.4056, 2.4753, 4.3064], [2.3651, 2.4509, 3.2954], [1.9714, 2.5532, 1.9647], [0.6275, 2.7088, 1.6543], [1.6230, 8.2671, -1.4111], [-0.7442, 7.9095, -0.7781], [-1.5485, 5.6564, -0.2004], [2.3960, 4.0897, -0.9014], [3.1956, 6.3502, -1.4588], [-3.1792, 3.5602, -0.8542], [-5.1812, 3.7793, 0.5883], [-4.9825, 3.4485, 3.0393], [-2.8005, 2.9321, 4.0568], [-0.6764, 2.6587, 4.7920], [1.7130, 2.4052, 5.3440], [3.4158, 2.3704, 3.5459], [2.7286, 2.5568, 1.1858], [1.2200, -5.4183, -2.7595], [0.4817, -5.0329, -0.9943], [-0.8085, -6.4058, -0.5985], [1.9552, -5.2259, 0.2635], [-0.3690, -3.2763, -0.9725], [1.2785, -6.5088, -2.8543], [2.2357, -5.0380, -2.9232], [0.5716, -5.0577, -3.5651], [-0.2955, -7.3746, -0.5673], [-1.5818, -6.4526, -1.3701], [-1.2886, -6.2415, 0.3719], [2.3170, -6.2594, 0.1894], [1.6209, -5.0623, 1.2948], [2.8078, -4.5627, 0.0624], [-0.9132, -3.3120, -0.0218], [-1.1540, -3.3960, -1.7325]],
  "lowdin_charge": [0.933, -0.017, -0.188, -0.142, -0.180, -0.191, -0.203, -0.011, -0.179, -0.178, -0.019, 0.095, 0.027, 0.096, 0.132, 0.136, 0.127, 0.142, 0.072, 0.117, 0.112, -0.007, 0.079, 0.141, 0.094, 0.119, 0.128, 0.073, 0.075, -0.033, -0.177, -0.129, -0.001, -0.154, -0.007, -0.182, 0.086, -0.196, 0.081, -0.142, -0.180, -0.033, 0.015, -0.107, -0.029, 0.109, 0.108, 0.143, 0.138, 0.095, 0.126, 0.131, 0.132, 0.142, 0.101, 0.139, 0.118, -0.066, -0.062, -0.091, -0.392, -0.132, -0.071, 1.371, -0.344, -0.130, -0.083, -0.072, -0.002, -0.180, -0.186, -0.012, -0.061, -0.067, -0.110, -0.313, 0.113, 0.113, 0.092, 0.078, 0.111, 0.116, 0.118, 0.119, 0.115, 0.113, 0.112, 0.110, 0.089, -0.215, 0.700, -0.213, -0.213, -0.358, 0.037, 0.016, 0.024, 0.034, 0.031, 0.029, 0.038, 0.016, 0.011, -0.004, -0.004],
  "multiplicity": 2,
  "e_homo_ev": [-12.99, -13.00],
  "orbital_gap_ev": [7.41, 7.35],
  "lumo_energy_ev": [-5.586, -5.652],
  "s_squared": 0.75,
  "e_above_lowest_kcal_mol": 0.00,
  "total_charge": 2
}

{
  "formula": "C18H21P2Re",
  "method": "ωB97M-V with the def2-TZVPD basis set",
  "species": ["C", "C", "C", "C", "C", "Re", "P", "H", "H", "H", "H", "H", "H", "H", "H", "C", "P", "C", "C", "C", "C", "C", "C", "C", "C", "C", "C", "C", "C", "H", "H", "H", "H", "H", "H", "H", "H", "H", "H", "H", "H", "H"],
  "coordinates": [[3.0662, -0.0651, -1.7063], [3.9541, 1.1491, -1.5057], [3.2750, 2.3394, -1.8327], [1.9850, 2.0624, -2.3063], [1.7255, 0.5675, -2.3085], [1.3562, -1.2274, -1.1671], [2.4599, -2.3368, 0.4938], [3.5659, -0.9132, -2.2334], [4.9988, 1.0899, -1.2073], [3.6361, 3.3316, -1.6130], [1.3181, 0.1811, -3.2695], [1.2601, 2.7845, -2.6725], [2.4941, -1.9231, 1.8757], [3.8847, -2.5225, 0.3132], [2.0300, -3.7262, 0.5811], [-1.4678, -0.0319, -2.0754], [-0.3741, -0.0325, -0.5873], [-1.0152, 1.4147, 0.3148], [-2.3803, 1.3649, 0.6320], [-2.9807, 2.3872, 1.3603], [-2.2109, 3.4796, 1.7742], [-0.8513, 3.5449, 1.4470], [-0.2359, 2.5045, 0.7355], [-1.0831, -1.3896, 0.4920], [-0.9483, -1.2887, 1.8862], [-1.2906, -2.3844, 2.6788], [-1.7018, -3.5820, 2.0854], [-1.7617, -3.6905, 0.6982], [-1.4275, -2.5959, -0.1123], [-1.4984, 0.9895, -2.4791], [-2.4789, -0.3765, -1.8295], [-1.0309, -0.6878, -2.8430], [-2.9720, 0.4993, 0.3261], [-4.0431, 2.3205, 1.6005], [-2.6765, 4.2771, 2.3504], [-0.2675, 4.4179, 1.7533], [0.8339, 2.5178, 0.5149], [-0.5371, -0.3786, 2.3311], [-1.2258, -2.3104, 3.7658], [-1.9652, -4.4350, 2.7081], [-2.0534, -4.6316, 0.2302], [-1.3656, -2.6938, -1.1995]],
  "lowdin_charge": [-0.333, -0.050, -0.104, -0.074, -0.344, 0.686, 0.609, 0.091, 0.101, 0.105, 0.094, 0.104, -0.070, -0.070, -0.079, -0.215, 0.809, -0.357, -0.099, -0.056, -0.059, -0.064, -0.072, -0.403, -0.098, -0.061, -0.066, -0.068, -0.131, 0.066, 0.059, 0.037, 0.111, 0.116, 0.113, 0.113, 0.102, 0.117, 0.115, 0.114, 0.114, 0.096],
  "multiplicity": 4,
  "e_homo_ev": [-9.96, -11.34],
  "orbital_gap_ev": [6.19, 7.14],
  "lumo_energy_ev": [-3.765, -4.202],
  "s_squared": 3.83,
  "e_above_lowest_kcal_mol": 95.79,
  "total_charge": 1
}